{
  "formula": "C18H56BF4N4O8",
  "method": "the ωB97M-V functional and the def2-TZVPD basis",
  "symbols": ["B", "F", "F", "F", "F", "C", "C", "O", "H", "H", "H", "H", "H", "H", "O", "H", "H", "O", "H", "H", "O", "H", "H", "C", "C", "C", "O", "C", "N", "H", "H", "H", "H", "H", "H", "H", "H", "H", "H", "H", "C", "C", "C", "O", "C", "N", "H", "H", "H", "H", "H", "H", "H", "H", "H", "H", "H", "C", "C", "C", "O", "C", "N", "H", "H", "H", "H", "H", "H", "H", "H", "H", "H", "H", "C", "C", "C", "O", "C", "N", "H", "H", "H", "H", "H", "H", "H", "H", "H", "H", "H"],
  "positions_angstrom": [[0.41955, -0.48997, -0.04729], [1.12355, 0.29468, 0.92806], [1.40902, -1.00059, -0.94652], [-0.21688, -1.56720, 0.56725], [-0.48588, 0.22054, -0.81537], [3.63899, -1.26134, 2.87558], [3.21728, -2.48329, 2.06910], [1.81550, -2.73635, 2.12130], [4.72224, -1.13697, 2.77272], [3.48539, -1.34098, 3.95334], [3.13169, -0.36088, 2.52819], [3.67924, -3.36140, 2.53008], [3.51171, -2.42605, 1.01894], [1.40927, -2.22019, 1.41016], [-3.24699, -1.00994, 0.53603], [-2.28133, -1.00489, 0.47038], [-3.53067, -0.31449, -0.06596], [-1.01772, 2.56182, -2.18797], [-1.29944, 1.94702, -2.87086], [-1.03481, 2.03812, -1.37619], [2.84280, 2.05797, -0.37124], [3.23418, 2.53198, 0.36921], [2.11051, 1.55087, 0.02482], [0.31178, 2.57555, 3.84841], [-0.20902, 1.16649, 4.21791], [-1.12720, 1.22508, 5.43372], [-1.33649, -0.14181, 5.80765], [-2.19075, -0.26846, 6.91132], [-0.81309, 0.48203, 3.07627], [0.70701, 3.11475, 4.70544], [-0.55772, 3.13453, 3.48248], [0.99485, 2.49422, 3.00374], [0.70876, 0.61706, 4.47445], [-2.08072, 1.69999, 5.18257], [-0.65230, 1.68665, 6.30737], [-2.33267, -1.33333, 7.08516], [-3.14768, 0.25608, 6.80025], [-1.71833, 0.18444, 7.79847], [-0.71034, -0.50311, 3.30130], [-0.13785, 0.66532, 2.33611], [2.05475, -5.04454, -0.87031], [0.63324, -5.22177, -1.40518], [-0.32853, -5.05013, -0.21250], [-1.66789, -5.07405, -0.70606], [-2.55371, -4.57299, 0.28667], [0.42012, -4.15887, -2.38909], [2.78009, -5.29004, -1.64993], [2.21608, -5.68259, 0.00196], [2.32244, -4.02641, -0.58049], [0.48211, -6.19431, -1.87556], [-0.06385, -4.11446, 0.29120], [-0.25081, -5.85143, 0.53345], [-2.60627, -5.28325, 1.12112], [-3.53154, -4.52952, -0.19139], [-2.28074, -3.59369, 0.68130], [0.73361, -3.30466, -1.92682], [-0.57917, -3.99614, -2.50386], [-3.77230, 5.33488, -2.12514], [-4.57757, 5.13474, -0.84957], [-3.66096, 4.81981, 0.32743], [-3.13388, 3.52022, 0.10914], [-2.27508, 3.15317, 1.16525], [-5.26688, 6.40067, -0.55189], [-3.10727, 6.18956, -1.98426], [-4.40300, 5.49890, -2.99841], [-3.10528, 4.48441, -2.28457], [-5.33475, 4.34929, -0.95396], [-4.20750, 4.90416, 1.27185], [-2.81034, 5.50740, 0.31283], [-2.81054, 2.88823, 2.08347], [-1.61881, 3.98347, 1.45641], [-1.64853, 2.31599, 0.86727], [-5.95761, 6.62022, -1.26790], [-5.91047, 6.21884, 0.22324], [2.35439, -1.70281, -3.91915], [2.93126, -0.28964, -4.11728], [2.83188, 0.10197, -5.59895], [3.59950, -0.77043, -6.40725], [4.96423, -0.42478, -6.53734], [2.12173, 0.64461, -3.30565], [2.73307, -2.47585, -4.59311], [1.27207, -1.70361, -4.05225], [2.61964, -1.98767, -2.90232], [3.96648, -0.24431, -3.77440], [3.13869, 1.14520, -5.73465], [1.78612, 0.03215, -5.90450], [5.40325, -1.17377, -7.19045], [5.38989, -0.43974, -5.52895], [5.12908, 0.57247, -6.95955], [2.02903, 0.16356, -2.40576], [1.20508, 0.67352, -3.74049]],
  "e_tot_ha": -1964.92285,
  "homo_lumo_gap_ev": 8.82,
  "de_lowest_kj_mol": 45.73,
  "total_charge": -1
}


{
  "formula": "C18H56CaN9O5P3",
  "method": "the ωB97M-V functional and the def2-TZVPD basis",
  "symbols": ["Ca", "O", "H", "O", "H", "O", "P", "N", "C", "C", "N", "C", "C", "N", "C", "C", "H", "H", "H", "H", "H", "H", "H", "H", "H", "H", "H", "H", "H", "H", "H", "H", "H", "H", "O", "P", "N", "C", "C", "N", "C", "C", "N", "C", "C", "H", "H", "H", "H", "H", "H", "H", "H", "H", "H", "H", "H", "H", "H", "H", "H", "H", "H", "O", "P", "N", "C", "C", "N", "C", "C", "N", "C", "C", "H", "H", "H", "H", "H", "H", "H", "H", "H", "H", "H", "H", "H", "H", "H", "H", "H", "H"],
  "positions_angstrom": [[-1.68534, 0.45424, -0.26209], [-3.61239, -0.39550, 0.37903], [-3.90677, -1.25139, 0.74688], [-1.69989, 2.30283, -1.53969], [-1.21583, 2.20868, -2.38311], [-0.58873, -1.41741, 0.61709], [-0.00717, -2.15403, 1.76413], [1.65311, -1.93928, 1.78985], [2.37075, -1.27874, 0.65476], [2.51261, -2.31741, 2.84727], [-0.29140, -3.83842, 1.63187], [-1.27321, -4.20901, 0.65345], [0.39396, -4.88063, 2.34844], [-0.66477, -1.66080, 3.32836], [-0.45824, -0.35477, 3.82225], [-1.96949, -2.24499, 3.65763], [3.33520, -0.87574, 0.96384], [1.78254, -0.40562, 0.37233], [2.57202, -1.94390, -0.18497], [2.82257, -3.33799, 2.62269], [1.87087, -2.27683, 3.72739], [3.39375, -1.70206, 3.02905], [-0.85028, -4.77285, -0.17801], [-1.93156, -4.87147, 1.21542], [-2.07126, -3.54641, 0.31854], [1.27482, -5.30558, 1.86718], [0.76030, -4.42685, 3.26930], [-0.41787, -5.59456, 2.48746], [-0.79404, -0.14826, 4.83847], [0.55383, -0.07045, 3.53420], [-1.21433, 0.28043, 3.36077], [-2.25082, -3.11006, 3.05714], [-2.71330, -1.44892, 3.69115], [-2.05389, -2.62473, 4.67585], [-0.72572, 1.93690, 1.48823], [0.18933, 2.95095, 2.14524], [0.34352, 2.90884, 3.79541], [1.55878, 2.97546, 4.55094], [-0.89471, 2.91765, 4.60342], [-0.32468, 4.59794, 1.91707], [0.29580, 5.69277, 2.52484], [-1.53403, 4.83055, 1.00217], [1.78350, 2.80546, 1.44256], [2.08895, 3.28629, 0.04263], [2.64205, 1.66965, 1.83182], [1.51333, 3.76842, 5.29744], [2.45938, 3.19507, 3.97754], [1.76178, 1.98152, 4.94965], [-1.01235, 2.04200, 5.24178], [-1.73076, 2.82175, 3.91065], [-1.15898, 3.91813, 4.94589], [1.31853, 5.77099, 2.15605], [-0.17141, 6.64681, 2.28068], [0.34979, 5.61407, 3.61065], [-1.29821, 4.51667, -0.01467], [-2.37113, 4.29477, 1.44974], [-1.82989, 5.87962, 1.00800], [2.06626, 4.37361, 0.11562], [3.11017, 3.07642, -0.27544], [1.33721, 2.88508, -0.63709], [2.21035, 1.15984, 2.69312], [3.60054, 2.07876, 2.15125], [2.99072, 1.08439, 0.98094], [-1.19204, -0.90981, -2.35438], [-0.75930, -1.02056, -3.80498], [-0.62966, -2.60730, -4.31669], [-0.15238, -3.74109, -3.40119], [-0.52753, -3.14863, -5.72538], [0.77267, -0.41747, -4.04697], [1.39185, -0.30712, -5.34195], [1.62275, -0.04782, -2.94715], [-1.63660, -0.20719, -5.00404], [-1.71704, 1.23458, -5.18392], [-2.88483, -0.88675, -5.32158], [-0.26788, -3.41102, -2.36881], [0.91318, -3.96112, -3.33582], [-0.86511, -4.55246, -3.54879], [0.49149, -3.25574, -6.09719], [-0.88117, -2.42250, -6.45735], [-1.08034, -4.05692, -5.96519], [0.69691, -0.78483, -6.03257], [1.43893, 0.77222, -5.48655], [2.42016, -0.66007, -5.42006], [2.57920, -0.57030, -2.96450], [1.88067, 1.01036, -2.98986], [1.10206, -0.17453, -1.99798], [-1.68282, 1.80347, -4.25478], [-0.80439, 1.48235, -5.72593], [-2.63770, 1.52527, -5.68986], [-3.47530, -0.97336, -4.40947], [-2.73817, -1.88241, -5.74019], [-3.57175, -0.35150, -5.97713]],
  "s_squared": 0.75,
  "e_tot_ha": -3290.20861,
  "homo_lumo_gap_ev": [1.74, 7.48],
  "de_lowest_kj_mol": 137.63,
  "total_charge": -1,
  "multiplicity": 2
}


{
  "formula": "C18H56N4O9",
  "method": "the ωB97M-V functional and the def2-TZVPD basis",
  "symbols": ["O", "H", "H", "O", "H", "H", "O", "H", "H", "C", "C", "O", "O", "H", "H", "H", "H", "H", "H", "C", "C", "C", "O", "C", "N", "H", "H", "H", "H", "H", "H", "H", "H", "H", "H", "H", "C", "C", "C", "O", "C", "N", "H", "H", "H", "H", "H", "H", "H", "H", "H", "H", "H", "C", "C", "C", "O", "C", "N", "H", "H", "H", "H", "H", "H", "H", "H", "H", "H", "H", "C", "C", "C", "O", "C", "N", "H", "H", "H", "H", "H", "H", "H", "H", "H", "H", "H"],
  "positions_angstrom": [[0.83755, -2.41794, 0.62644], [0.77107, -1.74913, -0.05511], [1.45113, -2.05152, 1.26322], [-2.92380, 0.53217, 0.08226], [-3.20136, 0.00747, -0.66866], [-3.65832, 1.12358, 0.24643], [-0.36901, 0.20644, -1.02365], [0.35495, 0.76142, -1.31368], [-0.97488, 0.80858, -0.59171], [3.10243, 3.22725, 1.07605], [3.33170, 3.11288, -0.43054], [2.17464, 2.71934, -1.13957], [2.70711, 1.92654, 1.58381], [2.44267, 4.05967, 1.32075], [4.05245, 3.46446, 1.55490], [4.00119, 2.25637, -0.50986], [3.89166, 3.99138, -0.75113], [2.45657, 2.79486, -2.05413], [1.87970, 1.75285, 1.12903], [-0.10172, -3.36496, -2.66309], [-1.61030, -3.37997, -2.42639], [-2.09944, -4.82600, -2.69714], [-1.57135, -5.84327, -1.83193], [-2.15699, -7.13044, -2.11509], [-2.01863, -2.88885, -1.10160], [0.34180, -2.36986, -2.69716], [0.14367, -3.79232, -3.63533], [0.32420, -3.97902, -1.86960], [-2.05454, -2.72503, -3.17593], [-2.03998, -5.16304, -3.73202], [-3.13923, -4.87406, -2.37369], [-3.17527, -7.19572, -1.73176], [-1.66497, -8.05369, -1.80910], [-2.25063, -7.26855, -3.19224], [-1.37631, -2.11020, -1.06653], [-1.77624, -3.57291, -0.39917], [-0.74172, 4.09337, 0.59117], [-1.44381, 5.36938, 0.68003], [-2.49913, 5.42877, 1.88929], [-3.71344, 4.65663, 1.76183], [-4.48397, 4.55550, 3.00910], [-0.52460, 6.45380, 0.90615], [-0.19334, 4.06062, -0.35027], [-1.41524, 3.23754, 0.63610], [0.06597, 3.76015, 1.24287], [-2.10109, 5.55562, -0.16932], [-2.85562, 6.45673, 1.95506], [-2.01487, 5.22449, 2.84421], [-3.91338, 3.88537, 3.65210], [-5.41155, 3.98643, 2.94708], [-4.73598, 5.51219, 3.46664], [-0.01071, 6.32616, 1.76622], [0.13656, 6.47431, 0.14289], [6.05257, -0.65130, -4.46302], [5.64704, -0.40317, -3.01291], [4.68402, -1.45236, -2.27404], [3.33971, -1.47125, -2.69226], [2.62599, -0.29567, -2.48508], [6.80061, -0.22039, -2.20741], [5.16144, -1.03376, -4.96073], [6.93751, -1.23917, -4.70670], [6.31783, 0.33835, -4.83496], [5.24538, 0.60836, -2.95305], [4.81574, -1.28526, -1.20501], [5.05531, -2.44787, -2.51737], [2.81032, 0.25925, -1.56519], [1.53683, -0.33565, -2.47010], [2.82407, 0.62043, -3.04153], [7.34247, -1.07017, -2.14142], [7.37113, 0.58614, -2.41745], [-1.15518, -2.07172, 4.22088], [-2.00196, -1.29547, 3.19701], [-3.02507, -0.34527, 3.97170], [-3.93720, -1.11649, 4.74013], [-4.78393, -1.94558, 3.95405], [-1.14342, -0.52277, 2.36275], [-0.69573, -1.46212, 4.99894], [-0.48550, -2.73382, 3.67203], [-1.86314, -2.66608, 4.79849], [-2.54844, -2.03973, 2.61776], [-3.34207, 0.45290, 3.30047], [-2.35458, 0.14349, 4.67857], [-5.61236, -2.35864, 4.52955], [-4.21757, -2.83101, 3.66534], [-5.15383, -1.48276, 3.03913], [-0.71801, -1.15921, 1.70390], [-1.77588, -0.09831, 1.69949]],
  "s_squared": 0.75,
  "e_tot_ha": -1615.04997,
  "homo_lumo_gap_ev": [6.78, 1.44],
  "total_charge": 1,
  "multiplicity": 2
}


M
In order: 543.47; 611.70; 472.66
Unit: g mol⁻¹